This record from OMol25 describes the molecule C16H26N2O3S. The level of theory is wB97M-V/def2-TZVPD.

Calculated values
Energy relative to the best compared isomer or geometry (same formula, charge and spin), kcal/mol: 70.0
Highest occupied orbital energy, Ha: -0.325
LUMO energy, eV: 0.668
2S+1: 1
Electronic energy, hartree: -1358.65981

```
48
Properties=species:S:1:pos:R:3:forces:R:3
C -3.270 -3.230 0.422 0.018 0.062 0.037
C -3.370 -1.744 0.247 0.062 0.176 0.000
C -4.531 -1.193 -0.271 0.159 0.192 0.054
C -4.683 0.172 -0.440 0.165 -0.098 0.067
C -3.620 1.030 -0.121 -0.171 0.135 -0.103
C -2.443 0.470 0.370 0.418 0.221 -0.008
C -2.311 -0.901 0.598 -0.115 -0.361 0.029
C -1.085 -1.501 1.211 0.059 -0.246 0.104
H -1.362 -2.315 1.876 -0.009 -0.058 0.057
H -0.431 -1.899 0.437 0.073 -0.095 -0.010
H -0.535 -0.762 1.779 0.089 -0.287 0.098
S -0.960 1.449 0.701 0.443 0.158 -0.652
O -1.033 2.796 0.193 -0.155 -0.200 -0.111
O -0.558 1.316 2.070 -0.009 -0.176 0.099
N 0.161 0.606 -0.256 -0.865 0.212 0.328
H -0.040 0.834 -1.221 -0.166 0.067 -0.179
C 1.538 0.917 0.085 0.468 0.135 0.264
C 2.491 0.000 -0.683 -0.212 0.036 0.171
N 3.815 -0.022 -0.092 -0.043 -0.004 -0.083
C 4.546 1.219 -0.291 0.290 -0.022 0.196
C 5.887 1.134 0.439 -0.237 0.301 -0.052
O 6.657 0.046 -0.015 0.117 0.039 -0.113
C 5.948 -1.157 0.159 -0.234 -0.300 -0.144
C 4.614 -1.130 -0.588 0.283 -0.007 0.180
H 4.078 -2.064 -0.405 0.015 -0.016 -0.036
H 4.808 -1.038 -1.671 -0.024 -0.035 0.039
H 6.590 -1.951 -0.226 -0.083 -0.001 0.061
H 5.754 -1.325 1.228 0.022 -0.033 -0.075
H 6.484 2.029 0.254 -0.086 -0.015 0.061
H 5.699 1.033 1.518 0.020 0.050 -0.065
H 3.970 2.047 0.121 0.040 0.074 -0.031
H 4.728 1.408 -1.365 -0.039 0.025 0.043
H 2.518 0.299 -1.747 0.014 -0.072 0.003
H 2.087 -1.014 -0.629 -0.005 0.025 -0.054
H 1.639 0.733 1.156 0.197 0.014 -0.069
H 1.760 1.974 -0.107 0.062 -0.085 0.075
C -3.836 2.500 -0.301 0.038 0.170 0.004
H -4.644 2.832 0.350 -0.102 0.046 0.005
H -4.132 2.713 -1.328 -0.053 0.069 -0.057
H -2.946 3.069 -0.070 -0.240 0.106 -0.061
C -5.976 0.717 -0.964 0.061 0.026 0.014
H -6.682 -0.089 -1.147 -0.059 -0.023 -0.018
H -6.419 1.410 -0.250 -0.102 0.082 -0.005
H -5.820 1.257 -1.896 -0.074 0.074 -0.067
H -5.348 -1.848 -0.539 -0.095 -0.077 -0.031
H -4.128 -3.722 -0.029 -0.031 -0.057 -0.023
H -2.364 -3.614 -0.041 0.061 -0.120 0.003
H -3.246 -3.493 1.479 0.036 -0.107 0.058
```
Positions in Å, forces in eV/Å.

Atom charges from the natural (NBO) analysis, given in e for atoms 1 to 5: number 1, C, carries -0.630; number 2, C, carries -0.014; number 3, C, carries -0.177; number 4, C, carries -0.013; number 5, C, carries 0.001

***

This record from OMol25 describes a structure of composition C16H26N3O14PY in a non-equilibrium geometry. The level of theory is wB97M-V/def2-TZVPD.

Calculated values
Highest occupied orbital energy (spin up / spin down), Ha: -0.302 / -0.302
LUMO energy (spin up / spin down), eV: -1.401 / -2.331
2S+1: 2
Electronic energy, hartree: -2222.78875

```
61
Properties=species:S:1:pos:R:3:forces:R:3
Y 0.610 -0.122 0.649 -3.185 -1.639 2.543
O -2.032 -2.979 1.925 0.078 -1.646 -0.179
C -1.874 -1.716 2.256 0.947 5.202 -0.161
O -0.685 -1.221 2.334 -0.190 -0.994 -0.479
O -2.903 -1.002 2.337 0.332 -1.155 0.194
H -2.989 -2.912 1.890 -0.835 -0.953 -0.153
P 2.308 1.674 -0.228 5.578 7.012 -5.039
O 3.335 2.668 -0.837 -2.859 -2.861 1.848
O 2.042 0.356 -0.916 1.181 -3.493 -3.397
O 0.882 2.031 -0.039 -3.358 2.602 -0.809
O 2.497 1.020 1.083 2.604 -1.986 5.167
C -0.683 -2.699 -1.294 1.448 1.391 2.173
O 0.058 -2.023 -0.458 -2.198 -2.781 -3.987
N -0.524 -2.863 -2.617 0.422 0.450 0.589
C 0.645 -2.288 -3.287 0.097 -0.797 -0.360
C -1.440 -3.675 -3.429 -0.185 -0.093 0.370
H -1.560 -3.242 -0.909 0.225 0.223 0.162
H 0.436 -1.346 -3.795 0.049 0.278 0.560
H 0.952 -2.957 -4.091 -0.145 -0.251 -0.008
H 1.482 -2.284 -2.588 -0.232 0.660 -0.017
H -2.271 -4.078 -2.850 0.299 -0.025 0.430
H -1.950 -3.114 -4.212 0.462 0.334 -0.134
H -0.893 -4.508 -3.870 -0.014 0.063 -0.050
C 3.125 -2.109 1.904 2.431 0.317 -0.745
O 2.058 -1.751 1.524 -3.550 0.841 -0.113
N 4.109 -2.264 1.019 1.501 -1.189 0.683
C 5.411 -2.641 1.592 0.533 -0.408 -0.225
C 4.009 -2.135 -0.449 0.877 0.332 -0.133
H 3.441 -2.216 2.953 -0.331 -0.160 -0.088
H 5.565 -2.392 2.642 -0.809 0.258 0.073
H 6.268 -2.143 1.137 -0.292 0.007 -0.578
H 5.555 -3.721 1.549 0.135 -0.077 -0.323
H 4.507 -1.190 -0.666 -0.324 0.090 -0.456
H 4.555 -2.905 -0.994 0.567 -0.317 0.670
H 3.059 -2.205 -0.980 -0.502 0.493 1.205
C -1.731 1.217 -1.574 -0.109 -0.509 0.986
O -1.225 0.388 -0.790 -0.440 0.882 -0.993
N -2.561 0.872 -2.555 -0.881 -1.412 0.589
C -3.140 1.767 -3.487 0.042 0.745 -1.481
C -2.835 -0.520 -2.858 0.756 -1.086 0.923
H -1.626 2.311 -1.504 0.384 -0.228 0.246
H -3.089 2.818 -3.204 0.296 -0.153 0.060
H -4.171 1.547 -3.761 -0.178 -0.225 0.679
H -2.607 1.561 -4.416 0.117 0.696 -0.399
H -3.872 -0.857 -2.879 -0.292 0.878 -0.289
H -2.325 -0.825 -3.772 -0.114 0.148 -0.238
H -2.427 -1.140 -2.060 0.194 0.323 -0.020
C -1.434 5.053 2.410 0.396 1.207 -1.872
C -0.931 3.968 1.752 -0.160 -0.095 -1.540
C -0.626 2.724 2.552 -0.969 -0.611 -0.937
O -0.415 1.652 1.988 -0.035 0.911 1.199
C -0.769 2.884 3.966 0.468 -0.139 2.082
C -1.248 3.977 4.575 -0.445 2.162 2.048
C -1.747 5.219 3.821 -0.259 -1.940 -0.090
O -2.406 6.103 4.358 1.261 -0.904 -0.552
O -1.295 4.161 5.953 0.484 -1.552 -1.949
O -0.766 3.850 0.368 -1.886 2.518 3.488
H -1.557 5.973 1.857 -0.343 -0.024 -0.448
H -0.423 2.131 4.659 0.001 -0.516 -0.320
H -1.670 5.027 6.130 -0.344 0.459 -0.211
H -0.210 3.089 0.186 1.298 -1.263 -0.196
```
Positions in Å, forces in eV/Å.

Atom charges from the natural (NBO) analysis, given in e for atoms 1 to 5: number 1, Y, carries 2.077; number 2, O, carries -0.701; number 3, C, carries 0.960; number 4, O, carries -0.841; number 5, O, carries -0.764

***

This record from OMol25 describes the molecule C16H26N4O3. The level of theory is wB97M-V/def2-TZVPD.

Calculated values
Energy relative to the best compared isomer or geometry (same formula, charge and spin), kcal/mol: 1.0
Highest occupied orbital energy, Ha: -0.321
LUMO energy, eV: 0.498
2S+1: 1
Electronic energy, hartree: -1070.11291

```
49
Properties=species:S:1:pos:R:3:forces:R:3
C -2.574 -2.405 1.739 0.072 -0.223 0.195
N -2.797 -1.273 0.856 0.046 -0.238 0.196
C -1.894 -0.230 0.861 -0.077 0.371 -0.325
C -2.177 0.854 -0.046 0.095 -0.004 0.061
C -1.324 1.940 -0.137 -0.194 -0.169 0.082
N -0.257 2.101 0.610 -0.081 -0.405 0.242
C 0.720 3.146 0.477 0.459 0.243 -0.250
C 2.077 2.579 0.050 -0.125 0.019 0.372
C 2.716 1.713 1.142 -0.079 0.146 -0.297
N 4.023 1.253 0.708 0.155 0.078 0.221
H 4.634 1.113 1.505 -0.052 0.028 -0.036
C 4.037 0.050 -0.113 0.398 -0.096 0.182
C 5.385 -0.035 -0.832 -0.403 -0.029 -0.319
C 5.436 -1.247 -1.756 0.271 -0.069 0.246
C 5.187 -2.530 -0.969 -0.239 0.004 -0.248
C 3.845 -2.459 -0.248 0.233 -0.085 0.211
C 3.796 -1.246 0.676 -0.314 0.121 -0.294
H 2.826 -1.207 1.177 0.020 0.028 0.089
H 4.568 -1.341 1.445 0.047 0.043 0.063
H 3.683 -3.370 0.332 -0.090 -0.018 -0.052
H 3.041 -2.384 -0.984 -0.075 -0.050 -0.032
H 5.202 -3.390 -1.642 0.071 -0.049 0.038
H 5.986 -2.666 -0.236 0.068 -0.053 0.031
H 6.408 -1.295 -2.250 -0.034 0.011 -0.095
H 4.672 -1.144 -2.530 -0.012 0.008 -0.094
H 6.180 -0.109 -0.086 0.080 0.033 0.095
H 5.544 0.884 -1.397 0.032 0.057 0.061
H 3.248 0.157 -0.865 -0.001 -0.033 -0.037
H 2.850 2.326 2.037 -0.051 -0.046 0.015
H 2.041 0.882 1.400 0.027 0.038 0.075
H 1.947 1.991 -0.859 -0.009 0.015 -0.099
H 2.756 3.401 -0.178 0.040 0.020 -0.011
H 0.826 3.657 1.440 -0.045 0.057 -0.103
H 0.363 3.866 -0.264 -0.026 -0.019 0.121
H -1.570 2.708 -0.864 0.052 0.046 -0.009
C -3.346 0.838 -0.903 0.278 -0.036 0.221
O -3.634 1.720 -1.689 -0.099 0.129 -0.165
N -4.162 -0.279 -0.776 -0.186 0.146 -0.224
C -3.935 -1.339 0.071 0.091 0.055 0.027
O -4.680 -2.291 0.139 -0.062 -0.179 0.065
C -5.348 -0.317 -1.615 -0.239 -0.015 -0.158
H -5.961 0.561 -1.414 0.010 -0.051 -0.058
H -5.897 -1.226 -1.385 0.057 0.111 -0.037
H -5.054 -0.304 -2.664 -0.064 0.017 0.037
O -0.911 -0.261 1.602 0.160 -0.017 0.150
H -0.080 1.330 1.263 -0.122 0.126 -0.137
H -1.653 -2.220 2.286 -0.119 -0.046 -0.058
H -2.491 -3.319 1.151 -0.015 0.020 0.068
H -3.412 -2.508 2.427 0.053 -0.041 -0.026
```
Positions in Å, forces in eV/Å.

Atom charges from the natural (NBO) analysis, given in e for atoms 1 to 5: number 1, C, carries -0.415; number 2, N, carries -0.458; number 3, C, carries 0.684; number 4, C, carries -0.438; number 5, C, carries 0.221

***

This record from OMol25 describes the ion C16H26NO2 with charge +1 in a non-equilibrium geometry. The level of theory is wB97M-V/def2-TZVPD.

Calculated values
Energy relative to the best compared isomer or geometry (same formula, charge and spin), kcal/mol: 0.0
Highest occupied orbital energy, Ha: -0.490
LUMO energy, eV: -3.709
2S+1: 1
Electronic energy, hartree: -830.31998
Total charge: +1

```
45
Properties=species:S:1:pos:R:3:forces:R:3
O -0.770 -0.507 1.614 0.067 0.074 0.125
C -0.537 0.336 2.450 -0.447 -0.117 0.149
O 0.718 0.474 2.896 0.366 -0.079 0.002
H 0.798 1.168 3.565 -0.129 -0.031 -0.091
C -1.577 1.225 3.073 -0.011 0.219 0.083
C -1.295 2.734 2.954 -0.228 0.005 -0.184
H -1.986 3.248 3.623 0.098 -0.027 0.085
C -1.498 3.264 1.534 0.343 -0.030 0.146
H -1.531 4.354 1.563 -0.097 0.036 -0.035
C -0.399 2.815 0.573 -0.351 0.094 -0.119
H -0.216 1.753 0.728 0.113 0.003 -0.107
H 0.531 3.339 0.805 0.073 -0.053 0.040
C -0.758 3.028 -0.900 0.310 -0.106 0.015
C -0.068 2.004 -1.805 -0.323 0.041 0.083
H -0.101 2.351 -2.839 0.096 -0.025 -0.063
C -0.740 0.632 -1.721 0.413 0.075 -0.142
H -1.739 0.703 -2.153 -0.108 -0.020 0.019
H -0.856 0.346 -0.675 -0.096 -0.014 0.087
C 0.052 -0.441 -2.465 -0.337 -0.026 0.042
C -0.636 -1.806 -2.451 0.228 0.111 0.160
H -0.159 -2.460 -3.185 -0.090 -0.095 -0.031
H -1.678 -1.682 -2.748 -0.049 -0.094 -0.029
C -0.625 -2.497 -1.079 -1.102 0.374 -0.665
N 0.729 -2.853 -0.697 0.519 -0.187 0.236
C 1.331 -3.884 -1.302 0.474 -0.479 -0.189
C 2.639 -4.212 -1.020 -0.115 0.121 0.043
C 3.344 -3.453 -0.093 -0.294 0.126 -0.011
C 2.698 -2.395 0.528 0.020 -0.178 -0.171
C 1.383 -2.117 0.204 0.401 0.311 0.481
H 0.825 -1.326 0.693 -0.068 -0.056 -0.117
H 3.200 -1.786 1.262 -0.023 0.072 0.059
H 4.370 -3.690 0.142 0.092 -0.021 0.024
H 3.099 -5.051 -1.518 -0.030 -0.064 -0.063
H 0.747 -4.449 -2.014 -0.103 0.071 0.001
H -1.042 -1.838 -0.316 0.112 -0.166 0.035
H -1.227 -3.407 -1.128 0.125 0.026 0.150
H 1.057 -0.519 -2.041 0.100 0.037 -0.065
H 0.167 -0.131 -3.505 0.119 -0.013 -0.015
H 0.983 1.921 -1.519 0.102 0.004 -0.038
H -1.838 2.936 -1.033 -0.081 0.055 -0.021
H -0.478 4.036 -1.204 -0.087 0.063 -0.012
H -2.465 2.917 1.166 -0.078 0.028 -0.017
H -0.281 2.971 3.290 0.002 0.065 0.104
H -1.630 0.955 4.133 -0.022 -0.058 -0.025
H -2.540 0.994 2.617 0.096 -0.071 0.042
```
Positions in Å, forces in eV/Å.

Atom charges from the natural (NBO) analysis, given in e for atoms 1 to 5: number 1, O, carries -0.639; number 2, C, carries 0.829; number 3, O, carries -0.678; number 4, H, carries 0.500; number 5, C, carries -0.536

***

Question: Which of these has the highest electronic energy?
Answer: C16H26NO2

***

Question: 2S+1 of number 2 (C16H26N3O14PY)?
Answer: 2